DFT (wB97M-V/def2-TZVPD) results for a 2-piece molecular cluster, C4H12O2P overall in a non-equilibrium geometry.

Each line ends with the Löwdin spin population.
Cartesian coordinates (Å):
C  -3.11680  -0.62663  0.62754  0.151
C  1.29881  -2.16989  0.46661  0.005
C  1.15099  0.73662  -1.77087  0.115
C  0.93920  1.77585  1.08133  0.088
O  -2.14424  -0.77545  -0.21992  0.800
O  1.19777  -0.74706  0.83233  0.162
P  0.49401  0.38775  -0.05044  0.514
H  -3.68251  0.30827  0.73049  0.062
H  -2.88866  -0.91241  1.70990  0.000
H  -3.95342  -1.28703  0.31535  0.064
H  2.12801  -2.35475  -0.11931  0.002
H  0.40209  -2.60368  0.02201  0.002
H  1.40912  -2.64183  1.38723  0.000
H  0.44053  0.33327  -2.50055  0.004
H  2.20825  0.42492  -1.99404  0.014
H  1.01723  1.86623  -1.79232  0.002
H  0.58181  2.61903  0.42637  0.000
H  2.05960  1.75119  1.21217  0.016
H  0.37495  1.68322  2.06970  0.001

Results
Net charge: +1
Spin multiplicity: 3
LUMO energy (alpha / beta) in eV: -2.8 / -6.8



DFT (wB97M-V/def2-TZVPD) results for C23H61CdCl4O8S7 as an isolated structure in a non-equilibrium geometry.

Each line ends with the Löwdin charge.
Cartesian coordinates (Å):
Cd  -3.66205  -9.36471  20.62134  1.301
C  -0.10879  -11.54167  20.16125  -0.140
C  -1.22377  -11.08686  19.27226  -0.430
O  -2.45221  -10.83293  19.96144  -0.457
H  -0.09496  -10.96893  21.08855  0.034
H  0.84758  -11.41397  19.65414  0.044
H  -0.19719  -12.61222  20.34621  0.050
H  -1.27336  -11.81211  18.46008  0.090
H  -0.78916  -10.15185  18.91875  0.071
C  -0.19446  -7.65721  23.08193  -0.204
S  -0.59097  -8.12705  21.31445  0.921
O  -2.11746  -8.15082  21.22154  -0.665
C  -0.13553  -6.53500  20.49317  -0.217
H  -0.53661  -6.64051  23.27523  0.057
H  0.85247  -7.67987  23.38443  0.065
H  -0.79113  -8.34113  23.68554  0.028
H  -0.41937  -6.52614  19.44081  0.027
H  0.91077  -6.27935  20.66050  0.063
H  -0.61321  -5.65693  20.92782  0.062
C  -5.12118  -13.72650  14.97359  -0.226
S  -3.69196  -12.54589  14.99382  0.819
O  -3.77506  -11.62826  13.79257  -0.584
C  -4.15233  -11.52791  16.52195  -0.227
H  -4.79644  -14.63611  15.47882  0.027
H  -5.41352  -13.84385  13.93011  0.056
H  -5.91815  -13.33289  15.60446  0.036
H  -4.95507  -10.82642  16.29478  0.050
H  -3.34649  -10.92741  16.94398  0.028
H  -4.47489  -12.24222  17.27945  0.014
C  -3.95353  -14.27494  20.25406  -0.280
S  -4.03418  -15.58258  18.99227  0.882
O  -5.16884  -15.20001  18.04014  -0.584
C  -2.50549  -15.10554  18.04887  -0.232
H  -4.90062  -14.22120  20.79095  0.039
H  -3.80591  -13.26375  19.87485  0.040
H  -3.07698  -14.42837  20.88350  0.035
H  -1.64077  -14.83308  18.65396  0.013
H  -2.77129  -14.26542  17.40729  0.029
H  -2.11283  -15.94029  17.46826  0.052
C  -6.99873  -11.91101  18.48718  -0.211
S  -6.38538  -11.39086  20.14765  0.881
O  -5.30634  -10.41192  19.88109  -0.673
C  -7.80843  -10.27703  20.56915  -0.218
H  -6.42451  -12.81116  18.26783  0.019
H  -6.83024  -11.13285  17.74276  0.057
H  -8.06971  -12.08509  18.59116  0.059
H  -8.74281  -10.82396  20.69532  0.057
H  -7.91282  -9.47103  19.84282  0.058
H  -7.49125  -9.84745  21.51939  0.043
C  -0.02665  -10.03307  15.69080  -0.264
S  -1.25509  -8.89931  14.89192  0.827
O  -0.76287  -7.43413  14.90412  -0.604
C  -1.05184  -9.37052  13.09467  -0.224
H  0.26363  -9.85952  16.72700  0.033
H  0.82176  -10.23548  15.03709  0.044
H  -0.54282  -10.99084  15.75664  0.018
H  0.02223  -9.32765  12.91402  0.042
H  -1.45765  -8.70572  12.33213  0.060
H  -1.33822  -10.40462  12.90297  0.040
C  -1.88502  -11.26577  23.45738  -0.233
S  -3.70631  -11.08105  23.60987  0.959
O  -4.21007  -10.41920  22.30117  -0.697
C  -3.98455  -12.89119  23.40623  -0.226
H  -1.31389  -10.34429  23.34430  0.024
H  -1.69236  -11.80087  22.52752  0.031
H  -1.59368  -11.85576  24.32636  0.064
H  -3.89943  -13.36832  24.38255  0.063
H  -3.30259  -13.34820  22.68917  0.022
H  -4.98541  -13.11595  23.03763  0.054
C  -2.55093  -6.13081  17.65990  -0.210
S  -3.87197  -7.49467  17.61563  0.920
O  -3.61074  -8.46492  18.74929  -0.683
C  -5.33427  -6.43911  18.14362  -0.221
H  -2.55200  -5.39925  16.85185  0.066
H  -1.54130  -6.54144  17.66986  0.026
H  -2.60067  -5.61244  18.61745  0.042
H  -6.22037  -6.98468  18.46809  0.045
H  -5.52561  -5.86604  17.23637  0.050
H  -5.16674  -5.78870  19.00211  0.053
C  2.18751  -13.76497  16.90541  -1.979
Cl  1.33330  -14.56572  18.29063  0.531
Cl  2.61991  -12.13143  17.39904  0.563
Cl  3.68137  -14.60545  16.41335  0.548
Cl  1.08928  -13.78753  15.51996  0.536
C  4.47986  -13.61939  20.14629  -0.159
C  4.17816  -14.09891  21.49826  -0.274
C  2.68804  -13.89475  21.77208  -0.249
C  2.36105  -14.39250  23.16470  -0.206
C  0.83075  -14.22037  23.39163  -0.258
C  -0.12121  -15.23782  22.68243  -0.079
H  5.53975  -13.63135  19.89212  0.081
H  4.30108  -12.54652  20.07492  0.068
H  3.92463  -14.12870  19.35861  0.018
H  4.35661  -15.17287  21.44490  0.119
H  4.82291  -13.64225  22.24916  0.118
H  2.18752  -14.36495  20.92561  0.063
H  2.32420  -12.86737  21.75684  0.109
H  2.51362  -15.47021  23.22286  0.115
H  2.97557  -13.80747  23.84896  0.116
H  0.74431  -14.20750  24.47813  0.094
H  0.56555  -13.21403  23.06754  0.073
H  0.10800  -16.27925  22.90826  0.074
H  -1.16263  -15.05540  22.94750  0.050
H  0.07639  -15.01839  21.63319  0.048

Results
Net charge: +1
LUMO energy in eV: -2.0



DFT (wB97M-V/def2-TZVPD) results for H12O30S6Zn4 as an isolated structure in a non-equilibrium geometry.

Each line ends with the Löwdin charge.
Cartesian coordinates (Å):
Zn  1.13993  2.89056  -2.11785  0.925
Zn  -1.05004  0.45451  2.79775  0.707
Zn  -1.06070  -2.39408  -2.06876  0.881
Zn  3.25349  0.36790  0.54807  0.955
S  3.78036  0.91341  -2.52045  0.264
O  4.92797  1.64896  -3.05862  -0.357
O  3.34442  -0.21901  -3.31840  -0.341
O  4.09545  0.40633  -1.16663  -0.411
O  2.63700  1.79976  -2.31156  -0.406
S  -0.91708  -4.77346  0.26761  0.202
O  -0.33606  -4.40951  1.56248  -0.368
O  -0.86302  -3.61481  -0.68075  -0.434
O  -0.06564  -5.79802  -0.32960  -0.426
O  -2.28150  -5.23856  0.42817  -0.402
S  0.22133  0.23624  -0.35942  0.453
O  -0.41396  0.42105  0.94015  -0.258
O  1.60856  -0.28502  -0.26658  -0.369
O  -0.61175  -0.66804  -1.21401  -0.364
O  0.30752  1.53778  -1.02259  -0.351
S  -4.21810  1.53942  2.71940  0.190
O  -5.08088  0.52540  3.32513  -0.441
O  -3.89093  2.60921  3.69020  -0.470
O  -2.92463  0.88628  2.37143  -0.425
O  -4.77354  2.21119  1.54431  -0.413
S  -0.54715  5.67916  -1.94320  0.201
O  -0.47777  6.12051  -0.51989  -0.439
O  -0.21144  4.21619  -1.98872  -0.446
O  -1.94594  5.87171  -2.31220  -0.402
O  0.38883  6.40854  -2.77718  -0.430
S  1.94711  -0.29782  3.31331  0.270
O  0.62958  0.20585  3.70185  -0.360
O  1.74197  -1.62207  2.75893  -0.338
O  2.44908  0.59294  2.22032  -0.421
O  2.91889  -0.29879  4.40147  -0.363
O  -0.62320  2.63584  2.94363  -0.026
H  -1.22987  3.31427  3.26512  0.071
H  -0.17281  3.04005  2.19503  0.073
O  1.15197  -2.45839  -2.22963  -0.057
H  1.57593  -1.77023  -1.69212  0.032
H  1.51013  -3.29006  -1.89061  0.053
O  2.34486  -4.26251  0.15975  -0.044
H  3.04386  -3.61313  0.02775  0.032
H  2.67360  -5.06440  -0.25997  0.032
O  -2.36236  1.16355  -1.82286  -0.069
H  -1.82605  0.44831  -1.41912  -0.034
H  -1.75008  1.89308  -1.94935  0.005
O  -1.30870  -1.60232  2.78419  -0.034
H  -0.59753  -2.19348  2.43390  0.063
H  -1.84163  -2.17015  3.34256  0.082
O  -1.48231  -1.45609  -3.80021  0.008
H  -0.96601  -0.69897  -4.10599  0.109
H  -1.86116  -1.83906  -4.59626  0.089

Results
Net charge: -4
LUMO energy in eV: 5.7